42
Properties=species:S:1:pos:R:3:forces:R:3 method="wB97M-V/def2-TZVPD" charge=+2 homo_energy_ev="-14.714 / -14.714" orbital_gap_ha="0.20385 / 0.24779" multiplicity=3
C -1.2795 -2.3074 -1.3441 -0.5 -0.2 -1.2
I -0.8019 -2.2423 1.5615 0.6 0.2 1.2
H -0.4316 -1.7229 -1.7214 0.2 -0.2 0.3
H -1.9956 -1.5755 -0.9521 0.1 -0.3 -0.2
H -1.6980 -2.8516 -2.2053 0.0 0.2 0.3
Pr 2.3803 0.7518 0.1631 -1.0 0.7 -0.2
P 2.7862 -1.8150 -0.9876 1.1 -1.7 -1.4
C 2.5796 -3.5635 -0.5553 -0.3 -0.3 0.8
C 3.0900 -2.0878 -2.7753 -0.4 0.7 -0.5
H 4.8942 -0.5422 -0.6625 0.2 -0.4 0.0
H 5.1547 -2.2741 -1.0909 -0.1 0.4 0.3
H 4.6566 -1.8430 0.5773 0.2 0.1 -0.2
C 4.5492 -1.5806 -0.4844 -0.3 0.4 0.5
H 3.1740 -1.1201 -3.2829 0.1 -0.3 -0.2
H 4.0176 -2.6644 -2.9251 -0.4 0.2 0.2
H 3.4333 -4.1471 -0.9268 -0.1 0.3 0.0
H 1.6705 -4.0043 -0.9685 0.0 0.2 0.0
H 2.2492 -2.6465 -3.2077 0.2 0.2 0.1
H 2.5296 -3.6651 0.5270 0.0 -0.2 0.1
C -0.9202 -3.2967 -0.2870 0.1 -2.4 -0.4
O -0.7810 -4.4945 -0.3440 -0.2 2.9 0.0
Cl 2.9521 2.4784 -1.5560 -0.1 -0.8 0.7
C -0.8358 2.9913 -0.9419 0.3 -0.2 -0.3
P -0.6180 1.6344 0.2811 -0.7 1.3 -0.1
C 0.5212 2.5000 1.4828 0.1 -0.4 -0.2
C -2.2480 1.8526 1.1712 -0.4 -0.5 0.2
C -2.6641 3.1087 1.6637 0.3 -0.3 -0.2
C -3.8965 3.2474 2.3060 0.3 0.3 -0.1
C -4.7438 2.1499 2.4526 0.0 -0.4 0.0
C -4.3602 0.9033 1.9455 0.3 0.4 -0.1
C -3.1299 0.7701 1.2915 0.2 0.0 0.1
H 0.1239 3.1484 -1.4572 -0.4 0.2 0.0
H -1.1655 3.9122 -0.4352 0.2 -0.4 -0.3
H -1.6099 2.6810 -1.6650 0.4 0.2 0.2
H -0.0569 3.2683 1.9985 0.4 0.1 0.0
H 0.7990 1.7487 2.2352 0.2 0.2 0.3
H 1.4121 2.9774 1.0149 -0.4 0.1 0.2
H -2.0246 3.9821 1.5194 -0.3 -0.1 0.2
H -4.1774 4.2377 2.6906 0.1 -0.6 -0.2
H -5.7029 2.2624 2.9682 0.4 0.0 -0.2
H -4.9971 0.0298 2.0525 0.0 0.2 0.0
H -2.8350 -0.1913 0.8738 -0.2 0.2 0.2